# 1
Entry from the OMol25 dataset: a 7-piece molecular cluster, C12H33ClF4N13O8P overall in a non-equilibrium geometry (ωB97M-V/def2-TZVPD).

Summary:
Spin multiplicity: 1
Gap between HOMO and LUMO: 9.5 eV
DFT total energy: -81418.6520 eV
HOMO level: -9.09 eV

Element x y z (Å)
O  2.2342  5.9996  5.0304
C  2.1495  5.2076  4.1233
F  3.2494  4.6746  3.5905
N  0.9356  4.7178  3.5897
C  0.5263  5.3901  2.4734
O  -0.4718  5.2201  1.8395
F  1.4051  6.3370  2.1185
P  0.8236  2.8515  3.4864
Cl  0.7604  0.6738  3.6334
C  1.6842  2.7094  1.8715
C  0.7383  2.4975  0.6903
F  1.1916  3.2297  -0.3675
C  -0.9799  2.8559  3.7493
C  -1.3007  2.4186  5.1803
F  -2.3424  3.1859  5.6252
H  1.6235  2.8227  4.6296
H  2.3896  3.5026  1.6811
H  2.2701  1.8128  1.9361
H  0.7568  1.4697  0.3773
H  -0.2898  2.7402  0.9080
H  -1.4155  2.1645  3.0506
H  -1.4276  3.8269  3.6144
H  -1.5923  1.3817  5.1735
H  -0.4700  2.5637  5.8562
N  2.3377  -3.2125  3.3019
C  1.1551  -3.0598  2.6415
N  1.0223  -3.8242  1.5066
O  0.2749  -2.3040  3.0151
H  3.0705  -3.8385  3.0097
H  2.4718  -2.6653  4.1298
H  0.1685  -3.7330  0.9907
H  1.7337  -4.4422  1.1693
N  6.0147  -6.8999  3.6496
C  4.8146  -6.3021  3.3925
N  3.8423  -7.1254  2.8958
O  4.6243  -5.1133  3.5970
H  6.1953  -7.8722  3.4934
H  6.7454  -6.3206  4.0160
H  2.9452  -6.7192  2.7101
H  3.9776  -8.1024  2.7234
N  -1.2369  1.2705  -4.2344
C  -0.5591  1.6625  -3.1187
N  0.1513  2.8292  -3.2367
O  -0.5777  1.0247  -2.0753
H  -1.2237  1.7794  -5.0949
H  -1.7550  0.4143  -4.1954
H  0.6570  3.1407  -2.4277
H  0.1864  3.3731  -4.0760
N  -3.8365  2.2174  8.0054
C  -4.2894  0.9664  7.6911
N  -5.0158  0.3413  8.6729
O  -4.0639  0.4395  6.6165
H  -4.0078  2.6651  8.8842
H  -3.3016  2.6992  7.3042
H  -5.3599  -0.5773  8.4717
H  -5.2140  0.7526  9.5636
N  -2.0590  -0.4798  -8.5822
C  -2.5151  -0.0903  -7.3616
N  -3.5887  0.7672  -7.3763
O  -2.0105  -0.4696  -6.3149
H  -2.4648  -0.1783  -9.4457
H  -1.2800  -1.1130  -8.6158
H  -3.9507  1.0668  -6.4913
H  -4.0234  1.0954  -8.2161
N  0.6846  -2.4729  -12.0605
C  -0.4168  -2.8408  -11.3402
N  -1.2266  -3.7664  -11.9352
O  -0.6612  -2.3758  -10.2390
H  0.9056  -2.8422  -12.9646
H  1.2978  -1.7974  -11.6466
H  -2.0399  -4.0569  -11.4272
H  -1.0469  -4.1638  -12.8364

Atoms 1-6, force components in eV/Å:
0.0 -1.6 -1.8
-0.4 2.0 2.5
0.0 -0.3 -0.2
1.0 0.2 -0.5
-1.1 0.1 -0.3
0.6 -0.1 0.3

And the Löwdin charges, in e, turn out to be: atom 1 (O): 0.1735, atom 2 (C): -0.5372, atom 3 (F): 0.1278, atom 4 (N): -0.0507, atom 5 (C): -0.5772, atom 6 (O): 0.1501, atom 7 (F): 0.1387, atom 8 (P): 0.6979, atom 9 (Cl): 0.3212, atom 10 (C): -0.2780, atom 11 (C): -0.2494, atom 12 (F): -0.0352, atom 13 (C): -0.2938, atom 14 (C): -0.2695, atom 15 (F): -0.0472, atom 16 (H): 0.0471, atom 17 (H): 0.0883, atom 18 (H): 0.0531, atom 19 (H): 0.1126, atom 20 (H): 0.1053, atom 21 (H): 0.0814, atom 22 (H): 0.0846, atom 23 (H): 0.1006, atom 24 (H): 0.1051, atom 25 (N): 0.1603, atom 26 (C): -0.6890, atom 27 (N): 0.1408, atom 28 (O): -0.0311, atom 29 (H): 0.0473, atom 30 (H): 0.1009, atom 31 (H): 0.0977, atom 32 (H): 0.0799, atom 33 (N): 0.1534, atom 34 (C): -0.6649, atom 35 (N): 0.1560, atom 36 (O): 0.0173, atom 37 (H): 0.0935, atom 38 (H): 0.1045, atom 39 (H): 0.0983, atom 40 (H): 0.0940, atom 41 (N): 0.1508, atom 42 (C): -0.6725, atom 43 (N): 0.1485, atom 44 (O): 0.0159, atom 45 (H): 0.0824, atom 46 (H): 0.0804, atom 47 (H): 0.0708, atom 48 (H): 0.0869, atom 49 (N): 0.1542, atom 50 (C): -0.6800, atom 51 (N): 0.1415, atom 52 (O): 0.0278, atom 53 (H): 0.0903, atom 54 (H): 0.0685, atom 55 (H): 0.0979, atom 56 (H): 0.0858, atom 57 (N): 0.1580, atom 58 (C): -0.6687, atom 59 (N): 0.1437, atom 60 (O): 0.0122, atom 61 (H): 0.0909, atom 62 (H): 0.0699, atom 63 (H): 0.0972, atom 64 (H): 0.0864, atom 65 (N): 0.1525, atom 66 (C): -0.6649, atom 67 (N): 0.1527, atom 68 (O): 0.0179, atom 69 (H): 0.0927, atom 70 (H): 0.1044, atom 71 (H): 0.1048, atom 72 (H): 0.0927

# 2
Entry from the OMol25 dataset: an isolated ion of composition C5H13N2 and charge +1 in a non-equilibrium geometry (ωB97M-V/def2-TZVPD).

Summary:
Spin multiplicity: 1
Gap between HOMO and LUMO: 8.3 eV
DFT total energy: -8365.7440 eV
HOMO level: -11.73 eV
Net charge: +1

Element x y z (Å)
N  0.9690  0.7356  1.9395
C  0.6204  1.6651  0.8027
C  -0.4393  1.2395  0.0363
C  -0.5200  0.8072  -1.3982
C  -1.1532  -0.5658  -1.2791
C  -0.1014  -1.5804  -0.9255
N  0.4038  -1.7138  0.5360
H  1.7807  1.1956  2.3031
H  0.2937  0.6051  2.6719
H  1.1529  2.5895  0.6021
H  -1.4238  1.1869  0.5149
H  0.5539  0.9969  -1.7760
H  -1.0702  1.4244  -2.0127
H  -2.0094  -0.7254  -0.6842
H  -1.5494  -0.7181  -2.2922
H  -0.4682  -2.6652  -1.2309
H  0.9164  -1.4036  -1.5331
H  0.8374  -0.6763  0.8513
H  1.3124  -2.3652  0.6655
H  -0.3755  -1.9902  1.1746

Atoms 1-6, force components in eV/Å:
0.2 2.3 -1.6
-1.9 -2.3 -0.2
-0.3 1.7 0.9
2.3 2.1 1.7
1.9 -0.2 -2.0
2.5 -3.8 -2.0

And the natural (NBO) charges, in e, turn out to be: atom 1 (N): -0.8647, atom 2 (C): -0.0442, atom 3 (C): -0.2533, atom 4 (C): -0.4492, atom 5 (C): -0.4463, atom 6 (C): -0.2155, atom 7 (N): -0.7853, atom 8 (H): 0.3979, atom 9 (H): 0.3923, atom 10 (H): 0.2371, atom 11 (H): 0.2045, atom 12 (H): 0.2330, atom 13 (H): 0.2343, atom 14 (H): 0.2354, atom 15 (H): 0.2655, atom 16 (H): 0.2362, atom 17 (H): 0.2308, atom 18 (H): 0.4969, atom 19 (H): 0.4588, atom 20 (H): 0.4358

# 3
Entry from the OMol25 dataset: C24H33HfO8S as an isolated structure in a non-equilibrium geometry (ωB97M-V/def2-TZVPD).

Summary:
Spin multiplicity: 1
Gap between HOMO and LUMO: 2.6 eV
DFT total energy: -53945.0649 eV
HOMO level: -0.42 eV
Net charge: -1

Element x y z (Å)
C  0.3071  -0.5877  -3.7866
C  -0.0333  -1.1840  -2.4191
C  -0.0316  0.9246  -3.7388
C  -1.0296  1.0297  -2.5897
H  -0.5002  1.1885  -4.6886
H  0.8842  1.5086  -3.6119
C  -1.2814  -0.3937  -2.0179
H  0.8122  -0.9788  -1.7483
H  -0.1742  -2.2710  -2.4760
C  -1.5038  -0.1876  -0.5306
H  -2.1559  -0.8619  -2.4957
H  -1.9832  1.4296  -2.9632
C  -0.6077  1.8533  -1.3272
C  1.6847  -0.9588  -4.2838
C  -0.4990  -1.2687  -4.8970
O  -1.1345  -0.6967  -5.7679
O  2.5838  -1.4071  -3.5978
O  1.7741  -0.8184  -5.6225
O  -0.3693  -2.6045  -4.8433
C  -0.8502  -3.3182  -5.9784
H  -0.5888  -4.3543  -5.7844
H  -0.3529  -2.9762  -6.8907
H  -1.9310  -3.1919  -6.0672
C  3.0477  -1.2016  -6.1392
H  3.8451  -0.6222  -5.6557
H  2.9870  -0.9842  -7.2057
H  3.2218  -2.2720  -5.9633
O  -0.8669  1.0354  -0.1284
H  -1.0898  -1.0063  0.0754
H  -2.5807  -0.0926  -0.3084
C  -1.4641  3.1154  -1.3031
C  0.8697  2.2427  -1.2676
H  1.1257  2.9230  -2.0913
H  1.5259  1.3620  -1.3028
H  1.0671  2.7724  -0.3255
H  -1.3430  3.6547  -0.3567
H  -2.5270  2.8718  -1.4393
H  -1.1553  3.7771  -2.1281
Hf  -0.1033  -0.0119  3.2328
C  -2.0592  -0.3519  4.7585
C  -2.6592  -0.2777  3.4633
C  -2.1390  -1.3584  2.6693
H  -3.4335  0.4319  3.1702
C  -1.2189  -2.0965  3.4807
C  -1.1595  -1.4595  4.7721
H  -0.6935  -1.8378  5.6859
H  -2.3438  0.2253  5.6393
H  -2.5040  -1.6520  1.6842
H  -0.7535  -3.0447  3.1947
C  2.1687  0.4850  3.8483
C  1.6785  -0.5019  4.7650
C  1.4601  -1.7063  4.0301
H  1.6428  -0.3826  5.8490
C  1.7672  -1.4702  2.6546
C  2.2121  -0.1108  2.5352
H  2.6201  0.3694  1.6443
H  2.5606  1.4590  4.1267
H  1.2283  -2.6791  4.4700
H  1.7646  -2.2172  1.8567
C  0.0689  2.3000  6.6455
S  0.0308  2.9792  4.9870
O  -1.0656  3.8955  4.8438
O  1.3653  3.3435  4.5725
O  -0.3569  1.6724  4.1435
H  -0.1893  3.1188  7.3293
H  1.0835  1.9445  6.8559
H  -0.6548  1.4839  6.7581

Atoms 1-6, force components in eV/Å:
-0.2 -0.7 -0.9
0.4 0.2 0.1
0.2 -0.7 -0.2
-0.4 -0.1 0.8
0.2 0.1 0.1
-0.2 0.0 0.1

And the natural (NBO) charges, in e, turn out to be: atom 1 (C): -0.2486, atom 2 (C): -0.3913, atom 3 (C): -0.3966, atom 4 (C): -0.2378, atom 5 (H): 0.2463, atom 6 (H): 0.2226, atom 7 (C): -0.2379, atom 8 (H): 0.2392, atom 9 (H): 0.2310, atom 10 (C): -0.0723, atom 11 (H): 0.2042, atom 12 (H): 0.2143, atom 13 (C): 0.2620, atom 14 (C): 0.8220, atom 15 (C): 0.8294, atom 16 (O): -0.6084, atom 17 (O): -0.5834, atom 18 (O): -0.5158, atom 19 (O): -0.5207, atom 20 (C): -0.2554, atom 21 (H): 0.1929, atom 22 (H): 0.1894, atom 23 (H): 0.1947, atom 24 (C): -0.2603, atom 25 (H): 0.1985, atom 26 (H): 0.1913, atom 27 (H): 0.1927, atom 28 (O): -0.5267, atom 29 (H): 0.2226, atom 30 (H): 0.1643, atom 31 (C): -0.6221, atom 32 (C): -0.6337, atom 33 (H): 0.1894, atom 34 (H): 0.2164, atom 35 (H): 0.2369, atom 36 (H): 0.2258, atom 37 (H): 0.2029, atom 38 (H): 0.1950, atom 39 (Hf): 1.3316, atom 40 (C): -0.3052, atom 41 (C): -0.3534, atom 42 (C): -0.4358, atom 43 (H): 0.2257, atom 44 (C): -0.4148, atom 45 (C): -0.3912, atom 46 (H): 0.2124, atom 47 (H): 0.2133, atom 48 (H): 0.2186, atom 49 (H): 0.2182, atom 50 (C): -0.4382, atom 51 (C): -0.3813, atom 52 (C): -0.3514, atom 53 (H): 0.2103, atom 54 (C): -0.3653, atom 55 (C): -0.3819, atom 56 (H): 0.2369, atom 57 (H): 0.2531, atom 58 (H): 0.2190, atom 59 (H): 0.2331, atom 60 (C): -0.8857, atom 61 (S): 2.3965, atom 62 (O): -0.9515, atom 63 (O): -0.9572, atom 64 (O): -1.0562, atom 65 (H): 0.2329, atom 66 (H): 0.2432, atom 67 (H): 0.2518